The following is a DFT calculation (ωB97M-V/def2-TZVPD) of a 14-piece molecular cluster, C42H119N7O21 overall in a non-equilibrium geometry.

The geometry in ORCA input format:
```
! RIJCOSX wB97M-V def2-TZVPD def2/J DEFGRID3
* xyz 0 1
C -4.57433 -1.48682 -5.09901
C -5.87040 -0.82153 -4.59090
O -6.50533 -0.40965 -5.79882
O -4.76657 -2.73160 -5.75836
H -3.81279 -1.59394 -4.32656
H -4.12521 -0.85946 -5.86896
H -5.68393 0.10113 -4.04132
H -6.51835 -1.46344 -3.99407
H -7.26072 0.15495 -5.61931
H -5.34581 -2.55228 -6.50261
C -5.57614 5.60924 2.22657
C -4.49393 5.76657 1.15437
O -4.63927 7.07355 0.59873
O -6.70113 4.97823 1.56953
H -5.93054 6.53996 2.66956
H -5.17169 5.03931 3.06305
H -4.58289 5.01647 0.36854
H -3.50088 5.68708 1.59668
H -5.50337 7.13851 0.18556
H -6.95662 5.61483 0.89791
C -2.69067 -7.85851 -4.46541
C -2.17120 -8.49140 -5.82346
O -1.05915 -9.34967 -5.55896
O -3.90173 -7.28575 -4.82059
H -2.01281 -7.13646 -4.01018
H -2.88372 -8.51327 -3.61563
H -1.96545 -7.76855 -6.61293
H -2.94372 -9.20269 -6.11569
H -1.06693 -10.09208 -6.16753
H -3.79433 -6.35915 -5.04750
C -0.87110 5.16511 5.68211
C 0.08064 4.33633 6.64887
O -0.28911 4.53123 8.01937
O -0.31390 6.45204 5.60352
H -1.88443 5.19192 6.08279
H -0.99723 4.66652 4.72107
H 1.15042 4.41520 6.45533
H -0.18445 3.28528 6.53431
H 0.46039 4.27201 8.56034
H -0.18928 6.79750 6.49050
C 1.10398 -4.58161 4.07070
C -0.15064 -5.23044 3.38504
O 0.24556 -5.50602 2.02860
O 1.65580 -3.50520 3.40614
H 1.80849 -5.39938 4.22248
H 0.95223 -4.27975 5.10702
H -1.09462 -4.72822 3.59663
H -0.19334 -6.19519 3.89056
H 0.23226 -4.66706 1.56214
H 0.96042 -2.90467 3.12793
C 3.14923 2.09424 2.49040
C 4.03527 2.24777 3.79643
O 5.35701 1.63465 3.61440
O 2.01454 2.96598 2.44520
H 2.87179 1.04144 2.54266
H 3.78218 2.18591 1.60775
H 3.52399 1.76878 4.63145
H 4.03571 3.31540 4.01614
H 5.26014 0.84847 3.07206
H 2.33679 3.87023 2.45437
C -8.13469 -0.64765 4.98795
C -8.91559 -1.13314 3.80512
O -9.72943 -0.11420 3.23061
O -7.17183 0.36946 4.62486
H -7.73476 -1.53575 5.47729
H -8.76516 -0.20121 5.75690
H -9.63933 -1.85721 4.17930
H -8.20946 -1.59512 3.11514
H -10.24847 -0.50429 2.52349
H -7.66087 1.08555 4.21298
C -1.44136 -1.12987 7.92048
C -2.79804 -1.31934 7.32354
C -3.92724 -1.46428 8.39668
O -4.14612 -2.73071 8.95161
C -4.77494 -3.64628 8.04747
N -3.04496 -0.08743 6.53578
H -0.61355 -0.97216 7.22914
H -1.39058 -2.07238 8.46563
H -1.46496 -0.33166 8.66237
H -2.84545 -2.19255 6.67289
H -4.85432 -1.10412 7.95068
H -3.68503 -0.79286 9.22047
H -4.35340 -3.67815 7.04279
H -5.85185 -3.53091 7.92476
H -4.56928 -4.58830 8.55582
H -2.92278 0.75173 7.08439
H -4.03605 -0.05299 6.34432
C 7.38350 -2.33234 -0.18771
C 5.92677 -2.69469 0.19366
C 5.46554 -4.07795 -0.34711
O 6.36970 -5.12669 0.06026
C 5.71971 -6.41135 0.40117
N 5.78823 -2.61680 1.65701
H 7.51228 -2.36280 -1.26965
H 8.08705 -3.02857 0.26879
H 7.58695 -1.32919 0.18699
H 5.22863 -1.95003 -0.18868
H 5.54791 -4.17038 -1.43005
H 4.41426 -4.22837 -0.10160
H 5.07924 -6.71246 -0.42783
H 5.21163 -6.33566 1.36253
H 6.45886 -7.18351 0.61454
H 6.51264 -3.15033 2.11601
H 4.94610 -3.12070 1.89576
C -2.47185 0.86852 1.04653
C -1.65530 -0.41641 1.07863
C -0.99933 -0.56887 -0.32274
O -0.42068 -1.90093 -0.55950
C 0.29716 -2.03704 -1.76970
N -0.67229 -0.29979 2.16069
H -2.79247 1.17678 2.04167
H -3.36027 0.75926 0.42454
H -1.85423 1.72089 0.76349
H -2.27103 -1.26925 1.36437
H -0.25947 0.22988 -0.37471
H -1.67642 -0.41036 -1.16211
H -0.24005 -1.52148 -2.56576
H 0.37463 -3.09883 -2.00358
H 1.21922 -1.47807 -1.61015
H -0.26656 0.60005 1.94674
H -1.13225 -0.14840 3.04704
C 7.91483 -6.93897 -4.10558
C 7.14433 -8.27459 -4.16341
C 6.24156 -8.46821 -5.40159
O 5.24656 -7.47129 -5.58126
C 4.15292 -7.57919 -4.67946
N 8.18038 -9.36415 -4.20549
H 8.37618 -6.83078 -3.12398
H 7.31144 -6.03553 -4.19405
H 8.77367 -6.90010 -4.77564
H 6.39467 -8.34522 -3.37529
H 5.76402 -9.44769 -5.37591
H 6.87545 -8.45827 -6.28826
H 3.21406 -7.12722 -4.99942
H 4.32516 -7.05032 -3.74205
H 3.89620 -8.60161 -4.40222
H 7.76874 -10.28334 -4.12972
H 8.62079 -9.39766 -5.11380
C 4.78780 3.64654 -3.96689
C 4.72225 2.23081 -3.27804
C 4.55338 1.03455 -4.21495
O 3.29318 1.13480 -4.84028
C 3.10792 0.06574 -5.83008
N 5.86872 2.10666 -2.46106
H 4.91593 4.45994 -3.25270
H 3.80229 3.92566 -4.33964
H 5.51920 3.69282 -4.77375
H 3.87520 2.31952 -2.59781
H 4.56632 0.05022 -3.74694
H 5.32928 0.99245 -4.97935
H 3.93892 0.02089 -6.53402
H 2.17044 0.33234 -6.31811
H 3.10469 -0.90770 -5.33967
H 5.84414 1.30121 -1.85217
H 5.82242 2.85240 -1.78147
C 0.89885 7.47217 0.30526
C 2.22589 8.05390 0.84930
C 2.02849 9.58122 1.14767
O 3.17615 10.36316 1.36774
C 4.00140 10.56793 0.26430
N 2.47409 7.42559 2.10106
H 0.02792 7.88073 0.81777
H 0.83517 6.38566 0.36481
H 0.78999 7.79235 -0.73095
H 3.01220 7.79780 0.13921
H 1.45091 9.59603 2.07194
H 1.36162 10.01671 0.40354
H 4.80178 11.21967 0.61464
H 3.49138 10.87183 -0.64982
H 4.45226 9.63284 -0.06802
H 1.71957 7.67760 2.72339
H 3.31832 7.82432 2.48630
C -4.74054 5.20171 -6.89006
C -5.50063 4.48683 -5.73131
C -4.55831 4.23063 -4.51109
O -3.34769 3.50349 -4.83695
C -2.28184 3.61902 -3.94942
N -6.49718 5.47943 -5.31364
H -5.33078 5.55180 -7.73691
H -4.03360 4.48194 -7.30271
H -4.00645 5.94226 -6.57258
H -5.96968 3.60120 -6.15997
H -5.09596 3.74782 -3.69505
H -4.22688 5.22459 -4.21060
H -1.62472 4.44015 -4.23586
H -1.75795 2.66934 -4.05782
H -2.50801 3.77084 -2.89400
H -5.96331 6.31496 -5.12135
H -7.01284 5.75971 -6.13561
*
```

Summary:
- Relative energy (zero: lowest compared OMol25 entry of this formula, charge and spin): 6.0164 eV
- Frontier orbital gap: 9.14 eV
- E_LUMO: 0.09 eV